Entry 1:
Formula: C16H14N7O6
Source: OMol25
Level of theory: the ωB97M-V functional and the def2-TZVPD basis

The geometry in XYZ format:
```
43
C16H14N7O6 (the ωB97M-V functional and the def2-TZVPD basis)
C 5.943 -0.477 2.851
C 4.622 0.123 3.306
O 3.561 -0.211 2.456
C 2.366 0.065 3.067
C 1.218 -0.314 2.281
N -0.011 -0.019 2.610
C -1.054 -0.633 2.077
C -2.386 -0.209 2.344
C -3.471 -1.107 2.292
C -4.742 -0.664 2.564
C -4.969 0.672 2.853
C -3.915 1.570 2.903
C -2.634 1.133 2.679
O 2.267 0.549 4.189
H 6.741 -0.264 3.565
H 5.846 -1.558 2.725
H 6.247 -0.088 1.881
H 4.332 -0.245 4.305
H 4.646 1.223 3.332
H 1.403 -0.892 1.384
H -0.877 -1.535 1.518
H -3.280 -2.145 2.068
H -5.562 -1.366 2.560
H -5.968 1.011 3.059
H -4.091 2.615 3.100
H -1.796 1.811 2.703
O -2.522 -4.883 7.478
N -1.423 -5.103 6.962
O -1.043 -6.238 6.656
C -0.538 -3.988 6.671
C 0.668 -4.208 6.083
C 1.531 -3.152 5.726
N 2.816 -3.497 5.153
O 3.083 -4.694 5.015
O 3.596 -2.598 4.841
C 1.202 -1.854 5.953
N 0.021 -1.564 6.625
N -0.458 -0.381 7.074
N -1.481 -0.913 7.571
N -1.924 -2.125 7.641
C -0.879 -2.647 6.983
H 0.988 -5.219 5.882
H 1.822 -1.054 5.583
```

## Properties
- Charge: -1
- Frontier orbital gap: 3.37 eV
- Electronic energy: -39526.2562 eV
- LUMO: 0.58 eV
- E_HOMO: -0.10246 Eh

Atomic partial charges in e from the natural (NBO) method, atoms 1 to 2:
1. C -0.624
2. C -0.074

Entry 2:
Formula: C42H63F2O26PS6
Source: OMol25
Level of theory: the ωB97M-V functional and the def2-TZVPD basis

The geometry in XYZ format:
```
140
C42H63F2O26PS6 (the ωB97M-V functional and the def2-TZVPD basis)
C -3.414 -1.687 -0.623
C -3.110 -0.849 -1.917
C -2.145 0.330 -1.664
C -2.475 1.606 -2.472
C -1.250 2.559 -2.578
C -1.657 4.055 -2.436
C -0.449 4.987 -2.184
C -0.448 5.602 -0.746
C -0.163 4.487 0.248
C -1.000 4.138 1.287
C -0.725 3.078 2.152
C -1.695 2.756 3.270
C -1.146 3.201 4.648
F -1.748 4.391 5.074
C 0.443 2.357 1.948
C 1.326 2.723 0.925
C 1.025 3.770 0.090
C 2.618 1.995 0.707
O 3.245 1.994 -0.338
C 3.172 1.258 1.915
C 4.519 1.009 2.012
C 5.055 0.347 3.103
C 6.529 0.080 3.289
C 7.296 -0.295 1.996
F 7.186 1.181 3.885
C 4.172 -0.095 4.083
C 2.803 0.129 4.020
P 1.709 -0.504 5.379
C 2.808 -1.271 6.679
C 3.515 -2.585 6.230
C 0.769 -1.936 4.632
C -0.633 -2.112 5.254
C 2.300 0.839 2.923
C 0.829 1.162 2.793
O -0.030 0.474 3.318
H -2.870 -1.304 0.253
H -4.486 -1.687 -0.393
H -3.087 -2.732 -0.743
H -4.085 -0.537 -2.307
H -2.699 -1.573 -2.638
H -1.124 -0.025 -1.869
H -2.212 0.584 -0.594
H -2.724 1.280 -3.501
H -3.361 2.100 -2.049
H -0.879 2.464 -3.609
H -0.467 2.290 -1.854
H -2.068 4.332 -3.420
H -2.478 4.180 -1.715
H -0.524 5.839 -2.876
H 0.504 4.500 -2.430
H 0.364 6.344 -0.744
H -1.434 6.059 -0.608
H -1.930 4.692 1.430
H -2.638 3.306 3.136
H -1.968 1.698 3.315
H -1.332 2.453 5.429
H -0.066 3.401 4.595
H 1.701 4.053 -0.716
H 5.210 1.341 1.235
H 6.674 -0.748 3.999
H 6.613 -0.307 1.142
H 8.128 0.408 1.882
H 7.732 -1.299 2.081
H 4.628 -0.615 4.926
H 3.509 -0.508 7.040
H 2.171 -1.534 7.536
H 2.959 -3.490 6.500
H 3.656 -2.597 5.138
H 4.532 -2.682 6.645
H 1.310 -2.888 4.721
H 0.719 -1.719 3.560
H -0.812 -1.475 6.133
H -0.804 -3.151 5.607
H -1.422 -1.931 4.512
O -3.730 1.567 -5.783
S -5.044 1.112 -5.494
O -6.023 1.943 -4.891
O -4.924 -0.242 -4.645
C -5.600 -1.313 -5.326
C -5.508 -0.959 -6.792
O -5.669 0.474 -6.825
H -6.639 -1.331 -4.987
H -5.128 -2.264 -5.097
H -6.274 -1.453 -7.394
H -4.521 -1.199 -7.197
O 0.435 8.615 -5.704
S 1.315 7.507 -5.787
O 1.323 6.625 -6.893
O 1.168 6.649 -4.433
C 2.436 6.551 -3.777
C 3.178 7.810 -4.174
O 2.818 8.026 -5.541
H 2.943 5.656 -4.145
H 2.301 6.472 -2.700
H 4.255 7.709 -4.074
H 2.838 8.671 -3.593
O 10.248 1.273 9.291
S 11.028 1.249 8.108
O 12.431 1.444 8.124
O 10.369 2.265 7.051
C 10.030 1.565 5.848
C 9.748 0.147 6.288
O 10.715 -0.113 7.311
H 10.889 1.609 5.174
H 9.171 2.027 5.369
H 9.847 -0.570 5.477
H 8.752 0.059 6.731
O -4.923 -4.249 -5.188
S -4.119 -5.420 -5.166
O -4.177 -6.394 -6.191
O -4.326 -6.139 -3.746
C -3.068 -6.266 -3.074
C -2.242 -5.100 -3.576
O -2.589 -4.985 -4.961
H -2.623 -7.222 -3.359
H -3.209 -6.240 -1.996
H -1.174 -5.264 -3.461
H -2.523 -4.170 -3.076
O -6.297 -2.872 -8.634
S -5.573 -2.902 -9.857
O -4.168 -2.743 -9.900
O -6.252 -1.852 -10.862
C -6.668 -2.519 -12.059
C -6.969 -3.938 -11.626
O -5.961 -4.239 -10.655
H -5.842 -2.487 -12.773
H -7.536 -2.024 -12.488
H -6.929 -4.645 -12.451
H -7.944 -4.006 -11.137
O -0.555 -5.584 6.069
S -1.543 -6.581 6.270
O -1.591 -7.764 5.495
O -2.984 -5.870 6.232
C -3.682 -6.111 7.459
C -2.593 -6.271 8.499
O -1.554 -6.990 7.824
H -4.264 -7.028 7.348
H -4.350 -5.283 7.684
H -2.929 -6.818 9.375
H -2.191 -5.303 8.807
```

## Properties
- Charge: 0
- Frontier orbital gap: 7.12 eV
- Electronic energy: -177540.3139 eV
- LUMO: -0.97 eV
- SMILES string: CCCCCCCCc1cc(CCF)c2c(c1)C(=O)c1cc([C@@H](C)F)cc(P(CC)CC)c1C2=O.O=S1(=O)OCCO1.O=S1(=O)OCCO1.O=S1(=O)OCCO1.O=S1(=O)OCCO1.O=S1(=O)OCCO1.O=S1(=O)OCCO1
- E_HOMO: -0.29728 Eh

Atomic partial charges in e from the Löwdin method, atoms 1 to 2:
1. C -0.103
2. C -0.242

Entry 3:
Formula: C3H10NO2
Source: OMol25
Level of theory: the ωB97M-V functional and the def2-TZVPD basis

The geometry in XYZ format:
```
16
C3H10NO2 (the ωB97M-V functional and the def2-TZVPD basis)
C -0.119 1.351 0.966
N -0.297 0.023 0.448
C 0.630 -0.305 -0.652
C -0.255 -0.500 -1.888
O -1.443 0.269 -1.936
H -1.017 1.975 0.897
H 0.684 1.981 0.446
H 0.300 1.374 1.991
H -1.735 0.343 -1.011
H 1.044 -1.316 -0.443
H 1.479 0.389 -0.798
H -0.642 -1.552 -1.921
H 0.195 -0.304 -2.855
H 0.731 -1.938 2.446
H 0.086 -0.714 1.644
O 0.358 -1.074 2.666
```

## Properties
- Charge: -1
- Frontier orbital gap: 6.89 eV
- Relative energy (zero: lowest compared OMol25 entry of this formula, charge and spin): 33.5 kcal per mole
- Electronic energy: -8857.3422 eV
- LUMO: 4.28 eV
- E_HOMO: -0.09588 Eh

Atomic partial charges in e from the natural (NBO) method, atoms 1 to 2:
1. C -0.405
2. N -0.832

Entry 4:
Formula: C40H68O33
Source: OMol25
Level of theory: the ωB97M-V functional and the def2-TZVPD basis

The geometry in XYZ format:
```
141
C40H68O33 (the ωB97M-V functional and the def2-TZVPD basis)
C -4.286 0.012 8.617
C -3.824 -1.047 7.566
C -3.577 -2.447 8.162
O -4.011 -3.313 7.141
C -4.698 -2.588 6.262
O -5.233 -2.968 5.257
O -4.756 -1.352 6.615
H -5.310 -0.121 8.964
H -4.320 0.997 8.152
H -3.629 0.288 9.442
H -2.819 -0.769 7.248
H -4.246 -2.693 8.986
H -2.518 -2.608 8.360
C -3.329 11.421 11.732
C -2.028 12.211 11.535
C -2.235 13.686 11.224
O -1.785 14.358 12.404
C -1.090 13.446 13.205
O -0.394 13.737 14.187
O -1.350 12.235 12.775
H -3.834 11.854 12.596
H -3.176 10.383 12.027
H -3.982 11.502 10.863
H -1.540 11.708 10.699
H -3.250 13.981 10.956
H -1.668 13.930 10.326
C -12.916 0.146 23.777
C -11.859 0.798 22.838
C -10.526 0.106 22.554
O -10.198 0.245 21.222
C -11.263 0.702 20.605
O -11.340 0.912 19.425
O -12.307 0.780 21.517
H -12.624 0.312 24.814
H -13.063 -0.919 23.596
H -13.925 0.529 23.625
H -11.661 1.816 23.174
H -10.754 -0.943 22.744
H -9.687 0.416 23.176
C -5.011 8.918 4.252
C -4.031 7.786 4.574
O -3.195 8.220 5.633
C -2.153 7.456 6.042
O -1.793 6.396 5.477
O -1.630 8.071 7.118
C -0.679 7.448 7.844
H -5.509 9.327 5.131
H -5.735 8.639 3.487
H -4.401 9.699 3.797
H -3.371 7.601 3.726
H -4.596 6.881 4.796
H -0.866 6.421 8.161
H -0.387 8.049 8.705
H 0.223 7.351 7.239
C -14.303 2.954 9.140
C -14.127 1.976 7.955
O -13.036 1.089 8.224
C -12.719 0.123 7.302
O -13.481 -0.203 6.407
O -11.540 -0.504 7.601
C -10.614 0.005 8.545
H -13.302 3.381 9.193
H -14.615 2.393 10.021
H -15.025 3.759 8.996
H -13.937 2.519 7.029
H -14.986 1.309 8.019
H -11.137 0.180 9.485
H -10.076 0.871 8.158
H -9.940 -0.752 8.944
C -6.246 -1.472 17.059
C -6.631 -1.964 15.577
O -7.959 -2.166 15.505
C -8.614 -3.353 15.885
O -8.059 -4.366 16.235
O -9.908 -3.348 15.565
C -10.590 -2.324 14.834
H -6.821 -2.083 17.755
H -6.410 -0.401 17.181
H -5.169 -1.638 17.057
H -5.980 -2.793 15.298
H -6.333 -1.235 14.823
H -11.029 -1.579 15.498
H -11.416 -2.873 14.380
H -9.952 -1.906 14.056
C -2.367 1.236 2.148
C -3.674 1.785 2.721
O -4.766 1.054 2.137
C -6.065 1.296 2.560
O -6.959 0.670 1.992
O -6.163 2.186 3.580
C -7.448 2.715 3.977
H -2.157 0.206 2.437
H -1.536 1.694 2.683
H -2.282 1.359 1.068
H -3.638 2.850 2.493
H -3.528 1.570 3.780
H -7.850 3.486 3.320
H -7.428 3.228 4.938
H -8.143 1.886 4.108
C -8.881 3.286 12.077
O -8.483 4.627 11.940
C -8.464 5.181 10.647
O -9.147 4.761 9.734
O -7.557 6.105 10.656
C -7.401 6.903 9.523
H -8.178 2.732 11.456
H -9.918 3.141 11.775
H -8.873 2.871 13.085
H -7.959 7.839 9.496
H -7.447 6.389 8.563
H -6.369 7.245 9.610
O -6.226 4.367 21.386
C -6.787 4.838 20.386
O -6.349 4.718 19.131
C -7.413 4.781 18.324
C -8.334 5.725 19.015
O -7.991 5.454 20.374
H -7.143 5.218 17.363
H -7.836 3.805 18.087
H -9.355 5.405 18.809
H -8.226 6.772 18.732
O -15.472 7.443 3.623
C -14.263 7.499 3.796
O -13.667 7.353 4.979
C -12.280 7.599 4.872
C -12.122 8.066 3.405
O -13.354 7.698 2.864
H -11.839 8.367 5.506
H -11.742 6.674 5.077
H -11.232 7.581 3.004
H -12.070 9.147 3.274
O -10.574 13.142 7.014
C -11.166 14.155 6.730
O -11.182 14.804 5.511
C -11.672 16.078 5.669
C -12.503 15.933 6.910
O -11.952 14.766 7.585
H -10.823 16.738 5.847
H -12.265 16.396 4.811
H -13.553 15.966 6.619
H -12.444 16.797 7.572
```

## Properties
- Charge: 0
- Frontier orbital gap: 10.12 eV
- Relative energy (zero: lowest compared OMol25 entry of this formula, charge and spin): 0.0 kcal per mole
- Electronic energy: -110145.1341 eV
- LUMO: -0.49 eV
- SMILES string: C[C@H]1COC(=O)O1.C[C@H]1COC(=O)O1.C[C@H]1COC(=O)O1.CCOC(=O)OC.CCOC(=O)OC.CCOC(=O)OC.CCOC(=O)OC.COC(=O)OC.O=C1OCCO1.O=C1OCCO1.O=C1OCCO1
- E_HOMO: -0.38992 Eh

Atomic partial charges in e from the Löwdin method, atoms 1 to 2:
1. C -0.013
2. C -0.321

> The highest E_HOMO belongs to which entry?

C3H10NO2